A single C4H5NO2 molecule. Source: the Open Molecules 2025 dataset; level of theory: ωB97M-V/def2-TZVPD.

LUMO = -0.3 eV
SMILES = CON=C=CC=O
total energy = -9810.0598 eV
ΔE to the lowest compared entry with this formula, charge and spin = 4.255 eV

```
12
Properties=species:S:1:pos:R:3:forces:R:3:mulliken_charge:R:1
C 0.338 -0.174 -2.148 -0.1 0.2 -0.1 -0.506
O 0.732 -1.399 -1.540 0.1 -0.1 -0.2 -0.167
N 1.132 -1.284 -0.198 -0.5 0.2 0.6 -0.382
C 0.303 -0.854 0.598 0.1 -0.2 -0.3 0.766
C -0.578 -0.490 1.510 0.1 -0.1 -0.1 -0.637
C -0.610 0.869 2.084 0.3 0.3 0.0 0.027
O 0.239 1.713 1.899 -0.4 -0.3 0.0 -0.479
H -0.265 0.450 -1.479 0.1 -0.1 -0.1 0.252
H 1.214 0.385 -2.495 -0.1 0.0 0.1 0.230
H -0.274 -0.471 -3.002 0.1 0.1 0.1 0.231
H -1.297 -1.235 1.844 0.2 0.1 0.0 0.342
H -1.481 1.064 2.741 0.1 0.0 -0.1 0.323
```
Forces are in eV/Å.


A molecular structure, C52H39BBrCl2F8NO4P2SbZr at a distorted geometry. Source: the Open Molecules 2025 dataset; level of theory: ωB97M-V/def2-TZVPD.

LUMO = -3.4 eV
total energy = -208135.3752 eV
charge = +1
ΔE to the lowest compared entry with this formula, charge and spin = 2.632 eV

```
112
Properties=species:S:1:pos:R:3:forces:R:3:mulliken_charge:R:1
Zr -0.009 -0.422 -0.104 -0.9 -0.6 0.6 -1.942
N -0.284 0.172 3.280 -0.3 -0.7 -0.1 0.453
P 1.046 -0.652 2.575 0.0 1.3 1.1 1.050
C 1.333 -1.975 3.799 -0.1 -0.3 -0.4 0.691
C 2.628 -2.303 4.200 0.0 0.1 0.0 -0.706
C 2.833 -3.330 5.106 0.0 -0.1 0.0 -0.771
C 1.751 -4.038 5.612 0.1 0.0 0.0 -0.635
C 0.463 -3.733 5.196 -0.1 0.0 0.0 -0.908
C 0.253 -2.713 4.281 0.0 0.0 -0.1 -0.281
C 2.440 0.460 2.978 0.1 -0.2 -0.4 0.615
C 3.580 0.429 2.177 -0.1 0.0 0.1 0.263
C 4.656 1.257 2.456 0.0 0.0 0.0 -0.798
C 4.600 2.121 3.539 0.0 0.0 0.0 -0.647
C 3.475 2.141 4.351 0.0 0.0 0.0 -0.842
C 2.400 1.313 4.074 -0.1 0.0 0.0 -0.637
P -1.544 0.697 2.271 1.0 1.4 0.9 0.313
C -3.000 0.679 3.357 -0.2 -0.3 -0.4 0.943
C -3.174 -0.249 4.379 0.1 0.1 0.0 -0.226
C -4.385 -0.319 5.048 0.0 0.0 0.1 -0.910
C -5.431 0.516 4.689 0.0 0.0 0.0 -0.588
C -5.267 1.438 3.665 0.0 0.0 0.0 -0.714
C -4.058 1.517 2.996 0.1 0.0 0.1 -0.913
C -1.300 2.517 2.142 -0.2 -0.2 -0.3 0.348
C -1.574 3.176 0.940 -0.2 0.0 0.2 -0.236
C -1.338 4.540 0.823 0.0 0.0 0.0 -0.550
C -0.840 5.251 1.902 0.0 0.0 -0.1 -0.795
C -0.598 4.605 3.108 0.1 0.0 0.1 -0.739
C -0.822 3.242 3.226 0.0 0.0 0.0 -0.784
H -0.465 0.063 4.271 0.1 0.2 0.1 0.612
H 3.472 -1.749 3.810 0.0 0.0 0.0 0.550
H 3.839 -3.586 5.411 0.0 0.0 0.0 0.472
H 1.915 -4.833 6.328 0.0 0.0 0.0 0.407
H -0.379 -4.297 5.576 0.0 0.0 0.0 0.487
H -0.748 -2.504 3.920 0.0 0.0 0.0 0.320
H 3.626 -0.245 1.334 0.0 0.0 -0.1 0.051
H 5.533 1.233 1.822 0.0 0.0 0.0 0.462
H 5.432 2.781 3.747 0.0 0.0 0.0 0.404
H 3.438 2.808 5.203 0.0 0.0 0.0 0.436
H 1.525 1.337 4.713 0.0 0.0 0.0 0.302
H -2.375 -0.928 4.650 0.0 -0.1 0.0 0.233
H -4.516 -1.044 5.841 0.0 0.0 0.0 0.442
H -6.382 0.443 5.200 0.0 0.0 0.0 0.399
H -6.080 2.094 3.383 0.0 0.0 0.0 0.445
H -3.926 2.233 2.193 -0.1 0.0 0.0 0.334
H -2.016 2.650 0.100 0.1 0.0 0.0 0.370
H -1.548 5.039 -0.115 0.0 0.0 0.0 0.536
H -0.647 6.311 1.807 0.0 0.0 0.0 0.426
H -0.231 5.167 3.956 0.0 0.0 0.0 0.444
H -0.620 2.739 4.164 0.0 0.0 0.0 0.306
F -2.393 0.365 -0.430 -0.1 -0.5 0.3 0.188
C -2.883 -0.924 -0.182 0.0 -0.1 -0.3 0.669
F -4.178 -0.871 -0.218 0.0 0.0 0.3 -0.271
F -2.420 -1.593 -1.273 -0.5 -0.1 0.0 -0.088
C -2.207 -1.624 1.085 -1.5 -0.6 -0.5 0.407
O -2.893 -1.973 2.001 0.3 0.0 -0.1 -0.527
O -0.987 -1.937 0.774 -0.6 -1.1 0.7 -0.411
Cl 0.245 -2.942 -1.627 -0.3 -1.0 -0.4 0.163
C 1.338 -3.792 -2.795 0.3 0.0 -0.2 -0.189
Cl 0.735 -3.825 -4.443 -0.1 0.1 0.2 -0.094
H 1.431 -4.810 -2.439 -0.1 0.0 0.1 0.539
H 2.273 -3.249 -2.793 0.0 0.0 0.1 -0.017
Br 5.674 -5.366 2.254 -0.1 0.0 -0.1 -0.156
C 4.702 -4.162 1.170 0.0 -0.1 0.1 -0.091
C 3.332 -4.040 1.350 0.0 0.0 0.0 -0.800
C 2.631 -3.104 0.611 0.1 0.1 -0.1 0.284
C 3.284 -2.321 -0.344 -0.2 0.2 0.3 1.089
C 4.647 -2.500 -0.550 0.0 0.1 -0.2 -0.502
C 5.362 -3.406 0.216 0.1 -0.1 -0.1 -0.679
C 2.569 -1.247 -1.119 1.2 -0.3 -0.7 -1.199
O 2.657 -1.137 -2.320 0.1 0.0 0.3 -0.496
O 1.864 -0.382 -0.390 1.5 -0.6 -0.4 0.090
H 2.819 -4.666 2.067 0.0 0.0 0.0 0.583
H 1.564 -3.035 0.764 -0.1 0.1 0.1 0.646
H 5.152 -1.909 -1.303 0.0 0.0 0.0 0.518
H 6.425 -3.533 0.065 0.0 0.0 0.0 0.496
F 0.527 2.272 -1.174 -0.3 0.1 0.2 0.207
B 0.504 1.742 0.098 1.5 2.3 -0.4 1.543
F 1.432 2.334 0.844 -0.3 0.1 0.3 0.026
F 3.588 2.381 -7.229 0.0 0.0 0.0 -0.333
C 2.758 1.903 -6.293 -0.1 -0.1 0.1 0.189
C 2.309 0.600 -6.400 0.0 0.0 -0.1 -0.711
C 1.438 0.117 -5.437 0.0 0.0 0.1 -0.397
C 1.024 0.931 -4.386 -0.1 -0.3 0.4 0.788
C 1.525 2.222 -4.280 0.0 0.0 0.0 -0.509
C 2.384 2.723 -5.247 0.0 0.1 0.0 -0.776
Sb -0.387 0.123 -2.987 -1.0 1.2 -2.1 1.103
C -1.558 -0.952 -4.462 0.3 -0.1 0.5 0.125
C -1.741 -0.318 -5.688 0.1 0.0 0.1 -0.403
C -2.535 -0.886 -6.670 0.0 0.0 -0.1 -0.851
C -3.161 -2.090 -6.402 0.1 0.1 0.1 0.125
F -3.928 -2.648 -7.346 0.0 0.0 0.0 -0.339
C -3.030 -2.725 -5.184 -0.1 -0.1 0.0 -0.626
C -2.223 -2.146 -4.214 0.1 0.0 0.0 -0.164
C -1.909 1.686 -3.062 0.3 -0.2 0.2 1.058
C -3.240 1.278 -3.138 0.1 0.1 0.0 -0.425
C -4.273 2.202 -3.153 -0.1 0.0 0.0 -0.840
C -3.960 3.547 -3.099 0.1 -0.1 0.0 0.118
F -4.953 4.447 -3.115 0.0 0.0 0.0 -0.356
C -2.654 3.988 -3.025 0.0 0.1 0.0 -0.716
C -1.633 3.048 -2.997 0.0 -0.1 0.0 -0.443
H 2.634 -0.017 -7.226 0.0 0.0 0.0 0.490
H 1.075 -0.899 -5.515 0.0 0.0 -0.1 0.433
H 1.275 2.849 -3.437 0.0 0.0 0.0 0.193
H 2.758 3.736 -5.193 0.0 0.0 0.0 0.489
H -1.261 0.634 -5.876 0.0 0.0 -0.1 0.488
H -2.678 -0.404 -7.628 0.0 0.0 0.0 0.492
H -3.552 -3.654 -4.998 0.0 0.0 0.0 0.496
H -2.124 -2.654 -3.267 0.1 -0.1 0.0 0.262
H -3.483 0.223 -3.204 -0.1 0.0 0.0 0.483
H -5.309 1.895 -3.208 0.0 0.0 0.0 0.515
H -2.443 5.049 -2.991 0.0 0.0 0.0 0.550
H -0.615 3.397 -2.920 0.0 0.1 0.0 0.075
```
Forces are in eV/Å.


A molecular structure, C31H33CrN6O at a distorted geometry. Source: the Open Molecules 2025 dataset; level of theory: ωB97M-V/def2-TZVPD.

LUMO (spin up / spin down) = -4.7 / -4.4 eV
total energy = -72081.2676 eV
charge = +1
2S+1 = 5
ΔE to the lowest compared entry with this formula, charge and spin = 2.178 eV

```
72
Properties=species:S:1:pos:R:3:forces:R:3:mulliken_spin:R:1
Cr 3.678 0.704 1.968 -2.6 -1.6 -2.1 4.068
C 0.970 -0.727 0.167 -0.4 0.1 0.5 -0.028
O 2.090 -0.136 0.707 3.0 2.0 1.3 0.030
H 1.227 -1.721 -0.199 -0.4 -0.5 0.3 0.004
H 0.153 -0.657 0.885 -0.3 -0.9 0.4 0.010
H 0.473 -0.243 -0.674 0.6 0.7 -0.6 0.008
N -2.741 1.086 -4.987 1.4 -1.0 0.7 0.000
C -1.640 0.543 -5.526 0.9 0.5 0.2 0.000
C -0.399 0.303 -4.829 -2.9 1.2 1.2 0.000
C -0.525 0.427 -3.420 -0.1 0.5 -0.1 0.001
C -1.691 0.931 -2.762 1.1 -1.2 -2.7 0.000
C -2.702 1.266 -3.660 -1.1 0.4 0.8 0.000
H -1.781 0.366 -6.582 0.6 -0.1 -0.3 0.000
H 0.556 0.255 -5.331 -0.1 -0.7 0.0 0.000
H 0.313 0.174 -2.789 0.3 0.0 0.0 0.000
H -1.762 0.978 -1.686 -0.2 0.1 -0.2 -0.001
H -3.620 1.702 -3.294 -0.1 0.2 0.3 0.000
N -0.811 -5.993 -1.248 -0.5 2.3 0.5 0.000
C -1.885 -6.391 -1.949 1.0 -0.3 -0.9 0.000
C -2.717 -5.575 -2.738 0.4 1.1 1.1 0.000
C -2.517 -4.169 -2.679 0.1 -2.0 0.1 0.000
C -1.478 -3.735 -1.875 0.9 -0.3 0.1 0.001
C -0.660 -4.648 -1.178 -1.1 -0.4 -0.9 0.000
H -1.842 -7.470 -1.979 -1.0 -0.2 -0.3 0.000
H -3.533 -5.953 -3.335 0.1 -0.3 0.0 0.000
H -3.156 -3.541 -3.283 0.2 0.3 0.1 0.000
H -1.124 -2.715 -1.853 -0.4 0.3 0.0 -0.001
H 0.120 -4.193 -0.586 0.4 -0.5 0.1 0.000
N 3.875 2.449 0.729 0.3 1.9 -0.1 -0.065
C 4.020 2.345 -0.615 0.2 -0.9 -0.1 0.021
C 4.218 3.380 -1.517 -0.2 1.7 1.8 -0.006
C 4.146 4.707 -0.979 -0.6 -2.0 -0.5 0.007
C 3.894 4.855 0.391 0.7 0.0 -0.8 -0.004
C 3.857 3.741 1.207 -0.5 -1.0 -0.4 0.007
H 3.972 1.335 -0.997 0.0 -0.2 0.0 -0.004
H 4.402 3.182 -2.563 -0.1 0.0 0.0 0.000
H 4.166 5.534 -1.674 0.2 0.2 0.2 0.000
H 3.808 5.850 0.801 -0.1 -0.1 0.2 0.001
H 3.716 3.873 2.270 0.0 -0.1 0.1 -0.006
N -1.076 5.041 -1.117 0.5 0.3 0.8 0.000
C -0.142 4.062 -1.198 -2.1 -0.4 0.9 0.000
C -0.301 2.880 -0.507 -0.3 0.4 1.6 0.001
C -1.384 2.717 0.397 -0.4 1.3 -0.6 0.002
C -2.371 3.743 0.517 2.4 0.5 -1.2 0.000
C -2.097 4.962 -0.216 0.6 -2.7 -1.4 0.000
H 0.735 4.019 -1.826 -0.1 1.2 -0.6 0.000
H 0.553 2.224 -0.583 -0.3 -0.8 0.2 0.000
H -1.472 1.826 1.001 -0.1 -0.2 -0.1 0.000
H -3.237 3.593 1.145 0.0 0.2 0.1 0.000
H -2.812 5.765 -0.315 0.0 0.1 0.5 0.000
N 3.682 -1.046 3.249 -0.3 -1.3 1.2 -0.074
C 2.440 -1.499 3.585 -0.1 0.8 0.0 0.017
C 2.190 -2.460 4.538 0.3 -0.9 1.0 0.000
C 3.232 -3.060 5.227 1.4 -0.5 -1.1 0.008
C 4.527 -2.789 4.770 -0.8 1.1 0.3 -0.002
C 4.684 -1.761 3.855 -0.1 1.3 0.4 0.006
H 1.568 -0.962 3.241 0.2 0.1 -0.8 0.001
H 1.201 -2.762 4.849 -0.3 0.5 -0.4 0.000
H 3.151 -3.759 6.046 -0.6 0.0 0.0 0.001
H 5.426 -3.096 5.284 -0.1 -0.4 -0.1 0.000
H 5.659 -1.302 3.916 0.3 0.0 -1.1 -0.004
N -3.933 -0.302 0.363 0.8 -1.2 2.8 0.000
C -4.621 0.315 1.378 1.9 -0.7 0.1 0.000
C -4.463 -0.060 2.734 -0.7 -0.1 -0.1 0.000
C -3.738 -1.174 3.088 0.4 0.3 -0.2 0.000
C -2.882 -1.686 2.145 -0.2 -0.6 -0.8 0.000
C -3.035 -1.284 0.826 -1.4 1.6 -0.9 0.000
H -5.197 1.191 1.115 -0.2 -0.1 -0.1 0.000
H -4.867 0.408 3.619 -0.9 0.6 -0.6 0.000
H -3.839 -1.610 4.071 0.3 0.2 0.2 0.000
H -2.174 -2.457 2.409 0.0 -0.2 -0.2 0.000
H -2.474 -1.793 0.056 0.1 0.1 -0.2 0.000
```
Forces are in eV/Å.


A molecular structure, C48H47NO2P2SSiTi at a distorted geometry. Source: the Open Molecules 2025 dataset; level of theory: ωB97M-V/def2-TZVPD.

LUMO (spin up / spin down) = 0.3 / 0.3 eV
total energy = -116528.5895 eV
2S+1 = 3
ΔE to the lowest compared entry with this formula, charge and spin = 0.000 eV

```
103
Properties=species:S:1:pos:R:3:forces:R:3:mulliken_spin:R:1
Ti 15.569 13.870 9.843 -1.4 -1.9 -0.3 1.031
C 9.119 13.352 7.128 1.0 0.2 -0.5 0.000
C 9.692 13.365 8.548 -0.8 -0.4 0.3 0.000
C 8.440 13.399 9.491 1.6 -0.4 0.9 0.000
C 10.482 12.087 8.778 0.4 1.0 0.9 0.002
C 9.834 10.879 8.706 -0.5 -0.5 -0.5 0.001
C 10.467 9.684 9.005 0.0 0.5 -0.1 0.000
C 11.790 9.741 9.396 -0.1 0.0 0.3 -0.004
C 12.506 10.933 9.534 -1.0 0.2 -0.3 -0.042
P 14.237 10.921 10.075 0.6 0.6 -0.4 0.016
C 14.900 9.645 8.967 -0.2 -1.2 0.1 -0.003
C 14.698 9.839 7.600 -0.1 0.8 -0.4 -0.001
C 15.424 9.108 6.670 0.5 -0.3 -0.5 0.001
C 16.297 8.092 7.112 -0.8 0.7 -0.2 0.000
C 16.336 7.767 8.449 0.5 -0.5 0.8 -0.001
C 15.622 8.509 9.379 -0.1 0.8 0.6 0.000
C 14.160 10.181 11.715 -0.7 0.0 0.5 -0.003
C 15.276 9.669 12.367 -0.1 -0.1 0.4 0.002
C 15.133 9.154 13.671 0.2 -0.2 -0.4 -0.002
C 13.884 9.106 14.289 -0.3 0.1 0.2 0.002
C 12.765 9.684 13.651 0.8 0.0 0.8 -0.001
C 12.943 10.259 12.406 -0.7 -0.4 -0.4 0.005
C 11.809 12.113 9.245 -0.1 0.4 -0.2 0.049
O 12.480 13.305 9.462 -0.6 1.0 -0.4 0.113
C 11.849 14.546 9.193 1.2 -0.6 0.7 -0.047
C 12.619 15.716 9.409 -1.5 0.9 -0.3 -0.008
C 11.913 16.927 9.281 -0.4 0.0 -0.2 -0.004
C 10.575 17.001 8.876 0.6 -0.7 0.5 0.003
C 9.867 15.836 8.598 1.0 0.7 0.2 0.001
C 10.521 14.619 8.808 -1.0 -0.8 -0.8 -0.007
P 14.395 15.951 9.683 0.1 0.4 0.2 -0.021
C 14.521 16.935 11.250 -1.1 -0.8 0.4 0.023
C 13.412 16.916 12.127 0.8 0.4 0.0 -0.006
C 13.387 17.792 13.205 0.0 -0.3 -0.1 0.002
C 14.476 18.595 13.508 0.4 -0.2 -1.3 0.000
C 15.603 18.597 12.677 0.1 -0.9 0.4 -0.001
C 15.633 17.684 11.600 0.9 1.0 -0.4 0.017
C 14.822 17.179 8.380 -0.4 -0.5 0.0 0.010
C 14.745 16.749 7.052 0.2 -1.2 -0.6 0.002
C 14.952 17.636 5.990 0.4 0.0 0.3 0.003
C 15.269 18.971 6.272 -0.2 -0.4 0.4 -0.001
C 15.395 19.369 7.592 0.0 -0.2 0.6 0.001
C 15.140 18.492 8.649 -0.1 0.5 -0.3 -0.007
H 8.454 12.504 6.944 0.2 0.0 0.1 0.000
H 9.981 13.312 6.419 -0.9 0.2 0.2 0.000
H 8.525 14.258 7.014 0.1 0.0 -0.5 0.000
H 7.831 12.520 9.327 -0.2 -0.1 0.0 0.000
H 7.860 14.296 9.317 -0.1 0.1 0.1 0.000
H 8.827 13.360 10.540 -0.6 0.2 -0.6 0.000
H 8.790 10.855 8.380 0.4 0.0 0.2 0.000
H 9.883 8.778 8.934 0.3 -0.2 0.1 0.000
H 12.274 8.849 9.716 0.4 -0.7 0.0 0.000
H 13.988 10.630 7.277 0.8 -0.6 0.1 0.001
H 15.396 9.359 5.588 -0.2 -0.2 1.0 0.001
H 16.913 7.560 6.421 0.2 -0.2 -0.4 0.000
H 16.995 6.972 8.835 -0.5 0.3 -0.4 0.000
H 15.658 8.247 10.452 0.1 0.1 -0.9 0.001
H 16.218 9.653 11.809 -0.1 0.0 0.6 0.004
H 16.002 8.737 14.182 -0.2 0.1 -0.2 0.001
H 13.774 8.621 15.284 0.1 0.5 -0.8 0.000
H 11.810 9.737 14.185 0.3 -0.1 -0.4 0.000
H 12.080 10.670 11.871 0.3 -0.1 0.4 0.002
H 12.434 17.870 9.492 -0.2 -0.4 -0.2 0.000
H 10.117 17.960 8.866 -0.4 0.6 -0.3 0.000
H 8.845 15.900 8.203 0.5 -0.2 0.4 0.000
H 12.623 16.183 12.026 -0.2 0.3 -0.4 0.000
H 12.487 17.871 13.799 0.0 -0.2 0.3 0.000
H 14.431 19.200 14.372 0.0 0.8 0.7 -0.001
H 16.480 19.229 12.914 -0.6 -0.5 -0.2 0.000
H 16.535 17.646 10.960 -0.6 0.0 0.4 0.000
H 14.588 15.650 6.867 0.0 1.2 0.0 0.008
H 14.992 17.302 4.951 -0.3 -0.1 0.4 0.000
H 15.398 19.700 5.491 0.2 0.0 -0.3 0.000
H 15.730 20.350 7.888 -0.2 0.4 -0.4 0.000
H 15.149 18.872 9.666 0.1 0.0 -0.3 0.001
C 14.527 13.599 13.937 0.1 0.1 0.7 -0.026
C 15.556 13.616 12.850 -0.4 -0.8 -0.2 0.559
C 17.007 13.515 13.183 -0.2 0.2 1.4 0.025
O 15.166 13.642 11.603 -0.1 0.3 0.8 0.114
H 14.298 14.654 14.157 -0.1 -0.1 0.3 0.030
H 14.987 13.155 14.854 -0.5 0.4 -0.6 0.007
H 13.538 13.110 13.767 0.9 0.1 -0.4 0.010
H 17.146 12.640 13.869 0.1 0.5 -0.5 0.016
H 17.298 14.412 13.776 0.1 -0.4 -0.2 0.032
H 17.679 13.460 12.335 -0.2 -0.1 -0.2 -0.008
C 20.552 13.999 7.891 0.2 -0.4 -1.1 0.005
Si 19.883 13.201 9.449 0.5 0.1 -0.2 0.006
C 20.001 11.317 9.338 0.4 -0.3 -1.4 0.002
C 20.851 13.938 10.937 -0.5 -0.2 0.0 0.002
C 18.108 13.691 9.551 1.8 -0.3 0.1 0.134
C 17.334 14.610 9.753 0.8 1.4 0.3 -0.083
H 21.580 13.675 7.706 0.2 0.0 0.3 0.000
H 20.566 15.094 7.836 -0.2 -0.2 0.3 0.000
H 20.053 13.632 6.968 -0.2 0.2 0.6 0.000
H 20.992 10.943 8.931 -1.0 0.5 0.6 0.000
H 19.221 10.943 8.599 0.8 0.4 1.0 0.000
H 19.847 10.881 10.323 -0.1 -0.2 0.0 0.000
H 21.865 13.510 10.919 -0.2 0.3 0.0 0.000
H 20.401 13.646 11.908 0.2 0.2 -0.5 0.000
H 20.896 15.052 10.898 0.0 -0.8 -0.1 0.000
S 15.708 12.663 5.242 0.0 0.0 0.2 0.022
C 15.532 12.881 6.832 -0.2 0.2 0.0 0.054
N 15.349 13.070 7.982 0.0 0.0 -0.9 -0.041
```
Forces are in eV/Å.